Record 1
Molecular formula: C19H49F2N7O13S2
Method: DFT, ωB97M-V/def2-TZVPD

Last columns: bonded neighbours and bond lengths (Å).
Cartesian coordinates (Å):
1 S -0.905 -0.747 0.549  S2 2.358, F3 1.615, O9 1.441, O13 1.422, N20 1.708
2 S 0.025 1.359 0.040  S1 2.358, F4 1.638, O10 1.453, O17 1.443, N20 1.576
3 F -1.039 -1.790 1.775  S1 1.615
4 F 0.479 2.712 0.844  S2 1.638
5 O -3.050 3.490 -0.279  C26 1.353, H84 0.974
6 O 3.095 1.104 4.368  C37 1.178
7 O -3.143 -7.207 0.256  C28 1.173
8 O -5.193 4.064 -0.610  C26 1.231
9 O -0.155 -1.496 -0.427  S1 1.441
10 O 1.252 1.200 -0.723  S2 1.453
11 O -4.129 3.086 -2.243  C26 1.285
12 O 3.508 -4.407 -2.423  C25 1.175
13 O -2.288 -0.564 0.275  S1 1.422
14 O 4.233 4.408 0.452  C43 1.181
15 O -1.753 0.527 -4.145  C31 1.195
16 O -2.243 1.559 5.538  C42 1.177
17 O -1.100 1.926 -0.663  S2 1.443
18 N 1.729 -0.433 3.303  C33 1.529, C37 1.497, H55 1.055, H65 1.024
19 N -3.897 1.342 -4.253  C31 1.484, C38 1.497, H47 1.023, H51 1.050
20 N -0.187 0.560 1.382  S1 1.708, S2 1.576
21 N -1.650 2.073 3.362  C36 1.530, C42 1.540, H76 1.024, H78 1.049
22 N 4.449 5.501 -1.613  C41 1.543, C43 1.532, H56 1.025, H73 1.026
23 N -2.015 -5.937 1.867  C28 1.540, C40 1.539, H59 1.023, H85 1.017
24 N 3.694 -2.235 -1.496  C25 1.530, C32 1.501, H48 1.026, H90 1.025
25 C 4.228 -3.562 -2.038  O12 1.175, N24 1.530, C30 1.490
26 C -4.166 3.540 -1.042  O5 1.353, O8 1.231, O11 1.285
27 C -3.247 0.126 3.923  C42 1.485, H60 1.101, H62 1.087, H86 1.089
28 C -3.188 -6.793 1.353  O7 1.173, N23 1.540, C35 1.506
29 C -2.618 0.744 -6.336  C31 1.467, H44 1.089, H46 1.093, H50 1.091
30 C 5.712 -3.653 -2.137  C25 1.490, H68 1.095, H71 1.095, H77 1.086
31 C -2.667 0.784 -4.870  O15 1.195, N19 1.484, C29 1.467
32 C 2.406 -1.860 -2.169  N24 1.501, H53 1.086, H61 1.085, H63 1.088
33 C 0.881 -0.483 4.574  N18 1.529, H52 1.085, H66 1.086, H91 1.085
34 C 3.606 3.038 -1.401  C43 1.531, H72 1.090, H75 1.090, H79 1.084
35 C -4.313 -6.909 2.347  C28 1.506, H54 1.092, H67 1.087, H82 1.093
36 C -2.591 3.019 2.614  N21 1.530, H45 1.085, H57 1.087, H92 1.089
37 C 2.801 0.612 3.338  O6 1.178, N18 1.497, C39 1.498
38 C -4.923 0.308 -3.910  N19 1.497, H64 1.091, H81 1.082, H87 1.091
39 C 3.567 0.745 2.058  C37 1.498, H74 1.098, H80 1.086, H88 1.093
40 C -1.869 -4.605 1.110  N23 1.539, H70 1.083, H83 1.084, H89 1.087
41 C 5.971 5.724 -1.737  N22 1.543, H49 1.084, H58 1.088, H69 1.089
42 C -2.437 1.270 4.414  O16 1.177, N21 1.540, C27 1.485
43 C 4.037 4.334 -0.710  O14 1.181, N22 1.532, C34 1.531
44 H -1.571 0.978 -6.517  C29 1.089
45 H -3.522 2.523 2.364  C36 1.085
46 H -2.924 -0.205 -6.784  C29 1.093
47 H -4.367 1.852 -5.005  N19 1.023
48 H 3.592 -2.202 -0.476  N24 1.026
49 H 6.186 6.635 -2.284  C41 1.084
50 H -3.302 1.424 -6.846  C29 1.091
51 H -3.819 2.070 -3.500  N19 1.050
52 H 0.532 0.545 4.602  C33 1.085
53 H 2.508 -1.905 -3.249  C32 1.086
54 H -3.990 -7.516 3.196  C35 1.092
55 H 1.033 -0.232 2.536  N18 1.055
56 H 4.081 5.323 -2.553  N22 1.025
57 H -2.640 3.890 3.263  C36 1.087
58 H 6.254 5.651 -0.689  C41 1.088
59 H -1.178 -6.468 1.613  N23 1.023
60 H -4.275 0.479 4.098  C27 1.101
61 H 1.599 -2.528 -1.883  C32 1.085
62 H -3.145 -0.100 2.865  C27 1.087
63 H 2.133 -0.861 -1.837  C32 1.088
64 H -5.836 0.872 -3.715  C38 1.091
65 H 2.120 -1.303 2.932  N18 1.024
66 H 0.122 -1.236 4.383  C33 1.086
67 H -5.180 -7.396 1.908  C35 1.087
68 H 6.135 -2.828 -2.719  C30 1.095
69 H 6.439 4.873 -2.229  C41 1.089
70 H -1.322 -4.029 1.846  C40 1.083
71 H 6.201 -3.587 -1.160  C30 1.095
72 H 4.426 2.735 -2.052  C34 1.090
73 H 3.911 6.324 -1.322  N22 1.026
74 H 2.747 0.952 1.357  C39 1.098
75 H 2.627 3.237 -1.838  C34 1.090
76 H -0.895 2.622 3.783  N21 1.024
77 H 6.053 -4.560 -2.628  C30 1.086
78 H -1.062 1.536 2.680  N21 1.049
79 H 3.498 2.319 -0.597  C34 1.084
80 H 4.350 1.497 2.068  C39 1.086
81 H -4.675 -0.326 -3.068  C38 1.082
82 H -4.632 -5.907 2.641  C35 1.093
83 H -1.339 -4.813 0.188  C40 1.084
84 H -2.305 3.105 -0.774  O5 0.974
85 H -2.056 -5.793 2.873  N23 1.017
86 H -3.267 -0.724 4.605  C27 1.089
87 H -5.187 -0.204 -4.836  C38 1.091
88 H 4.057 -0.168 1.709  C39 1.093
89 H -2.851 -4.188 0.902  C40 1.087
90 H 4.399 -1.490 -1.511  N24 1.025
91 H 1.513 -0.688 5.431  C33 1.085
92 H -2.081 3.342 1.708  C36 1.089

Computed properties:
Charge   +4
HOMO energy   -14.218 eV
Multiplicity   1
Lowest unoccupied orbital energy   -0.3761 Ha
Maximum force   9.54 eV/Å
ΔE to the lowest compared entry with this formula, charge and spin   359.9 kJ/mol
Frontier orbital gap   4.0 eV

---

Record 2
Molecular formula: C40H110N10O10
Method: DFT, ωB97M-V/def2-TZVPD

Last columns: bonded neighbours and bond lengths (Å).
Cartesian coordinates (Å):
1 O 2.640 -4.633 -6.031  C24 1.430, C56 1.457
2 O 5.265 1.956 0.275  C28 1.390, C58 1.456
3 O 2.494 -5.780 3.237  C25 1.484, C34 1.404
4 O -1.494 -5.919 -0.521  C44 1.374, C55 1.411
5 O -2.722 4.992 1.964  C32 1.429, C42 1.398
6 O -4.794 -7.151 2.320  C27 1.441, C37 1.458
7 O -0.146 1.942 -0.252  C31 1.441, C59 1.420
8 O -3.785 6.841 -1.081  C49 1.397, C50 1.436
9 O 3.785 0.260 -3.944  C41 1.415, C47 1.356
10 O 3.109 6.536 -0.459  C38 1.437, C48 1.445
11 N 2.007 9.351 1.686  C46 1.448, H100 1.010, H160 1.010
12 N -1.255 -9.645 -0.330  C43 1.482, H132 1.010, H166 1.010
13 N 0.564 3.571 3.160  C53 1.455, H83 1.010, H95 1.010
14 N -2.084 0.396 1.328  C21 1.470, H89 1.010, H112 1.010
15 N -6.467 9.353 -0.266  C54 1.495, H74 1.010, H167 1.010
16 N 3.238 3.455 2.233  C60 1.493, H121 1.010, H130 1.010
17 N 2.225 -1.825 -5.277  C22 1.443, H97 1.010, H134 1.010
18 N 5.380 -0.531 -1.042  C52 1.422, H140 1.010, H163 1.010
19 N -0.566 -4.141 1.740  C23 1.420, H148 1.010, H162 1.010
20 N -6.293 -5.774 0.425  C35 1.500, H85 1.010, H164 1.010
21 C -1.319 -0.150 0.197  N14 1.470, C30 1.520, C31 1.613, H75 1.090
22 C 1.758 -2.907 -4.443  N17 1.443, C24 1.580, C36 1.527, H168 1.090
23 C 0.764 -4.638 1.746  N19 1.420, C25 1.581, C57 1.514, H62 1.090
24 C 1.518 -4.258 -5.226  O1 1.430, C22 1.580, H94 1.090, H158 1.090
25 C 1.172 -5.105 3.200  O3 1.484, C23 1.581, H120 1.090, H133 1.090
26 C -1.523 3.711 4.361  C53 1.547, H72 1.090, H129 1.090, H151 1.090
27 C -4.642 -5.723 2.201  O6 1.441, C35 1.527, H84 1.090, H98 1.090
28 C 5.229 1.971 1.665  O2 1.390, C60 1.564, H109 1.090, H115 1.090
29 C 3.260 -1.739 -1.312  C52 1.567, H80 1.090, H102 1.090, H110 1.090
30 C -2.214 -1.258 -0.334  C21 1.520, H107 1.090, H122 1.090, H131 1.090
31 C -1.035 1.005 -0.892  O7 1.441, C21 1.613, H86 1.090, H113 1.090
32 C -3.312 4.027 1.091  O5 1.429, H99 1.090, H106 1.090, H142 1.090
33 C -6.572 7.041 0.315  C54 1.530, H66 1.090, H118 1.090, H128 1.090
34 C 2.758 -6.161 4.561  O3 1.404, H104 1.090, H114 1.090, H170 1.090
35 C -4.968 -5.184 0.809  N20 1.500, C27 1.527, C45 1.541, H70 1.090
36 C 0.468 -2.414 -3.791  C22 1.527, H90 1.090, H105 1.090, H161 1.090
37 C -4.411 -7.804 3.566  O6 1.458, H67 1.090, H152 1.090, H154 1.090
38 C 2.853 7.909 -0.123  O10 1.437, C46 1.512, H88 1.090, H96 1.090
39 C 2.867 1.053 1.460  C60 1.573, H71 1.090, H116 1.090, H146 1.090
40 C -1.416 -8.246 1.747  C43 1.564, H119 1.090, H126 1.090, H145 1.090
41 C 4.111 0.525 -2.593  O9 1.415, C52 1.541, H157 1.090, H169 1.090
42 C -1.342 4.868 2.147  O5 1.398, C53 1.554, H69 1.090, H139 1.090
43 C -1.638 -8.316 0.200  N12 1.482, C40 1.564, C55 1.503, H127 1.090
44 C -1.039 -5.133 -1.552  O4 1.374, H81 1.090, H108 1.090, H124 1.090
45 C -5.053 -3.651 0.686  C35 1.541, H68 1.090, H91 1.090, H135 1.090
46 C 2.357 8.000 1.303  N11 1.448, C38 1.512, C51 1.533, H123 1.090
47 C 4.857 0.095 -4.759  O9 1.356, H87 1.090, H92 1.090, H156 1.090
48 C 2.853 6.122 -1.820  O10 1.445, H73 1.090, H78 1.090, H153 1.090
49 C -4.776 7.786 -1.356  O8 1.397, C54 1.555, H137 1.090, H149 1.090
50 C -3.327 6.089 -2.215  O8 1.436, H101 1.090, H147 1.090, H150 1.090
51 C 1.173 7.037 1.446  C46 1.533, H76 1.090, H143 1.090, H159 1.090
52 C 4.373 -0.868 -1.988  N18 1.422, C29 1.567, C41 1.541, H93 1.090
53 C -0.876 3.627 2.959  N13 1.455, C26 1.547, C42 1.554, H64 1.090
54 C -5.598 8.151 -0.087  N15 1.495, C33 1.530, C49 1.555, H165 1.090
55 C -0.976 -7.229 -0.599  O4 1.411, C43 1.503, H136 1.090, H155 1.090
56 C 3.894 -4.724 -5.294  O1 1.457, H61 1.090, H79 1.090, H144 1.090
57 C 1.700 -3.643 1.092  C23 1.514, H82 1.090, H111 1.090, H117 1.090
58 C 5.226 3.293 -0.303  O2 1.456, H77 1.090, H125 1.090, H141 1.090
59 C 0.393 2.931 -1.116  O7 1.420, H65 1.090, H103 1.090, H138 1.090
60 C 3.780 2.063 2.247  N16 1.493, C28 1.564, C39 1.573, H63 1.090
61 H 4.691 -5.117 -5.924  C56 1.090
62 H 0.892 -5.541 1.149  C23 1.090
63 H 3.659 1.903 3.318  C60 1.090
64 H -1.255 2.743 2.446  C53 1.090
65 H -0.430 3.625 -1.287  C59 1.090
66 H -6.216 6.186 0.889  C33 1.090
67 H -3.398 -7.583 3.903  C37 1.090
68 H -4.138 -3.157 1.012  C45 1.090
69 H -1.031 5.718 2.755  C42 1.090
70 H -4.204 -5.564 0.131  C35 1.090
71 H 2.544 1.485 0.512  C39 1.090
72 H -1.308 2.897 5.053  C26 1.090
73 H 1.811 5.991 -2.111  C48 1.090
74 H -7.011 9.293 -1.115  N15 1.010
75 H -0.367 -0.577 0.514  C21 1.090
76 H 0.567 7.024 2.352  C51 1.090
77 H 5.066 3.155 -1.372  C58 1.090
78 H 3.167 5.084 -1.930  C48 1.090
79 H 4.190 -3.720 -4.992  C56 1.090
80 H 3.084 -1.568 -0.250  C29 1.090
81 H -1.514 -4.156 -1.645  C44 1.090
82 H 1.535 -2.650 1.512  C57 1.090
83 H 0.792 2.779 3.743  N13 1.010
84 H -5.328 -5.377 2.973  C27 1.090
85 H -6.221 -6.745 0.693  N20 1.010
86 H -0.546 0.634 -1.793  C31 1.090
87 H 5.275 -0.904 -4.882  C47 1.090
88 H 2.061 8.355 -0.726  C38 1.090
89 H -2.089 -0.404 1.944  N14 1.010
90 H 0.495 -1.436 -3.312  C36 1.090
91 H -4.917 -3.524 -0.388  C45 1.090
92 H 4.451 0.136 -5.769  C47 1.090
93 H 4.931 -1.487 -2.690  C52 1.090
94 H 1.153 -5.112 -4.655  C24 1.090
95 H 0.797 4.287 3.833  N13 1.010
96 H 3.804 8.441 -0.148  C38 1.090
97 H 2.812 -2.219 -5.998  N17 1.010
98 H -3.585 -5.513 2.365  C27 1.090
99 H -4.388 4.199 1.055  C32 1.090
100 H 1.216 9.714 1.173  N11 1.010
101 H -4.172 5.438 -2.435  C50 1.090
102 H 2.273 -1.553 -1.735  C29 1.090
103 H 0.854 2.587 -2.042  C59 1.090
104 H 3.818 -6.226 4.806  C34 1.090
105 H 0.206 -3.112 -2.996  C36 1.090
106 H -3.196 2.981 1.373  C32 1.090
107 H -2.551 -1.913 0.470  C30 1.090
108 H -1.242 -5.657 -2.486  C44 1.090
109 H 5.677 0.995 1.850  C28 1.090
110 H 3.462 -2.806 -1.411  C29 1.090
111 H 2.707 -4.049 1.187  C57 1.090
112 H -1.531 1.147 1.717  N14 1.010
113 H -1.928 1.562 -1.176  C31 1.090
114 H 2.262 -7.112 4.757  C34 1.090
115 H 5.811 2.844 1.959  C28 1.090
116 H 1.891 0.944 1.934  C39 1.090
117 H 1.399 -3.471 0.058  C57 1.090
118 H -7.202 6.692 -0.503  C33 1.090
119 H -0.375 -8.086 2.028  C40 1.090
120 H 1.093 -4.320 3.952  C25 1.090
121 H 2.236 3.335 2.202  N16 1.010
122 H -1.619 -1.853 -1.026  C30 1.090
123 H 3.114 7.626 1.992  C46 1.090
124 H 0.014 -4.853 -1.586  C44 1.090
125 H 4.556 4.058 0.088  C58 1.090
126 H -1.883 -9.138 2.165  C40 1.090
127 H -2.706 -8.126 0.088  C43 1.090
128 H -7.374 7.381 0.970  C33 1.090
129 H -2.586 3.616 4.138  C26 1.090
130 H 3.334 3.999 1.388  N16 1.010
131 H -3.109 -0.884 -0.832  C30 1.090
132 H -0.381 -9.786 0.156  N12 1.010
133 H 0.408 -5.816 3.513  C25 1.090
134 H 2.906 -1.253 -4.799  N17 1.010
135 H -5.992 -3.205 1.015  C45 1.090
136 H -1.176 -7.488 -1.639  C55 1.090
137 H -4.488 8.652 -1.953  C49 1.090
138 H 1.260 3.372 -0.624  C59 1.090
139 H -0.761 4.835 1.226  C42 1.090
140 H 5.578 -1.179 -0.293  N18 1.010
141 H 6.215 3.736 -0.194  C58 1.090
142 H -2.888 4.195 0.101  C32 1.090
143 H 0.451 7.163 0.640  C51 1.090
144 H 3.742 -5.338 -4.405  C56 1.090
145 H -1.857 -7.415 2.297  C40 1.090
146 H 3.193 0.023 1.320  C39 1.090
147 H -3.294 6.808 -3.034  C50 1.090
148 H -0.876 -4.334 0.798  N19 1.010
149 H -5.519 7.361 -2.031  C49 1.090
150 H -2.411 5.524 -2.043  C50 1.090
151 H -1.356 4.677 4.837  C26 1.090
152 H -5.095 -7.657 4.402  C37 1.090
153 H 3.382 6.736 -2.549  C48 1.090
154 H -4.341 -8.867 3.335  C37 1.090
155 H 0.072 -7.242 -0.298  C55 1.090
156 H 5.607 0.885 -4.726  C47 1.090
157 H 4.903 1.273 -2.622  C41 1.090
158 H 0.732 -4.216 -5.980  C24 1.090
159 H 1.409 5.989 1.259  C51 1.090
160 H 1.733 9.389 2.658  N11 1.010
161 H -0.284 -2.461 -4.579  C36 1.090
162 H -1.128 -4.776 2.288  N19 1.010
163 H 5.052 0.264 -0.514  N18 1.010
164 H -7.042 -5.348 0.951  N20 1.010
165 H -4.905 8.329 0.736  C54 1.090
166 H -1.962 -10.195 0.136  N12 1.010
167 H -5.867 10.132 -0.499  N15 1.010
168 H 2.554 -3.021 -3.707  C22 1.090
169 H 3.226 0.978 -2.146  C41 1.090
170 H 2.489 -5.478 5.368  C34 1.090

Computed properties:
Charge   0
HOMO energy   -8.740 eV
Multiplicity   1
Lowest unoccupied orbital energy   0.0196 Ha
Maximum force   3.02 eV/Å
ΔE to the lowest compared entry with this formula, charge and spin   616.3 kJ/mol
Frontier orbital gap   9.3 eV

---

Record 3
Molecular formula: C8H8N2O5
Method: DFT, ωB97M-V/def2-TZVPD

Last columns: bonded neighbours and bond lengths (Å).
Cartesian coordinates (Å):
1 O 0.625 -0.738 -2.227  C9 1.218
2 O -0.207 -2.120 0.121  C10 1.350, H18 1.020
3 O -3.760 -0.294 -1.150  C13 1.174
4 O 1.511 -1.390 2.188  C15 1.349, H21 1.017
5 O 0.096 1.671 -0.935  C8 1.374, H17 1.032
6 N -1.677 -0.224 -2.011  C9 1.364, C13 1.411, H19 1.011
7 N 0.657 0.031 0.529  C8 1.319, C10 1.571, C15 1.366
8 C 0.927 1.237 0.069  O5 1.374, N7 1.319, C14 1.351
9 C -0.414 -0.556 -1.618  O1 1.218, N6 1.364, C10 1.468
10 C -0.455 -0.826 -0.175  O2 1.350, N7 1.571, C9 1.468, C11 1.463
11 C -1.764 -0.402 0.320  C10 1.463, C13 1.526, H16 1.097, H20 1.028
12 C 2.342 0.858 1.714  C14 1.492, C15 1.342, H22 1.036
13 C -2.603 -0.281 -0.949  O3 1.174, N6 1.411, C11 1.526
14 C 1.966 1.857 0.671  C8 1.351, C12 1.492, H23 1.105
15 C 1.534 -0.201 1.549  O4 1.349, N7 1.366, C12 1.342
16 H -1.885 0.583 0.786  C11 1.097
17 H 0.585 2.259 -1.628  O5 1.032
18 H 0.750 -2.179 -0.229  O2 1.020
19 H -2.105 -0.095 -2.918  N6 1.011
20 H -2.162 -1.108 0.953  C11 1.028
21 H 0.713 -1.916 1.840  O4 1.017
22 H 2.970 0.949 2.533  C12 1.036
23 H 2.356 2.885 0.566  C14 1.105

Computed properties:
Charge   0
HOMO energy (spin up / spin down)   -3.631 / -9.038 eV
<S²>   2.009
Multiplicity   3
Lowest unoccupied orbital energy (spin up / spin down)   0.0100 / -0.1121 Ha
Maximum force   5.34 eV/Å
Frontier orbital gap (spin up / spin down)   3.9 / 6.0 eV